# C33H45BF4FeN3OSi

A structure of composition C33H45BF4FeN3OSi (ωB97M-V with the def2-TZVPD basis set, the OMol25 dataset).

```
89
Properties=species:S:1:pos:R:3:forces:R:3:lowdin_charge:R:1
Fe -0.3901 -0.0549 0.2923 -0.289 0.075 -0.476 0.665
O -0.3389 -0.6779 2.5915 0.044 -0.201 -0.144 0.059
C 0.0874 -0.5610 3.7121 0.087 0.035 0.206 -0.444
C 0.1661 0.7296 4.4713 0.047 -0.026 0.055 -0.086
C 1.6151 1.2388 4.3222 0.021 0.007 -0.107 -0.166
C 2.7504 0.2735 4.6986 0.009 -0.021 0.055 -0.193
C 3.0255 -0.8593 3.6923 0.004 0.018 -0.033 -0.159
C 1.9792 -2.0018 3.6661 -0.039 0.031 -0.040 -0.177
N 0.7359 -1.6328 4.3565 -0.005 0.031 0.014 0.051
H -0.0721 0.5474 5.5261 0.010 0.044 0.009 0.117
H -0.5126 1.4681 4.0575 -0.059 0.043 -0.037 0.110
H 1.7041 2.1566 4.9054 0.007 -0.017 0.027 0.119
H 1.7530 1.5445 3.2826 0.002 -0.052 0.121 0.091
H 2.6059 -0.1326 5.7103 -0.018 -0.005 0.004 0.102
H 3.6637 0.8716 4.7622 0.002 -0.002 -0.026 0.105
H 4.0101 -1.2873 3.9034 0.000 -0.007 -0.006 0.101
H 3.0968 -0.4091 2.6979 -0.016 -0.011 0.125 0.082
H 2.3694 -2.9106 4.1271 -0.002 0.013 0.050 0.109
H 1.7085 -2.2543 2.6425 0.031 0.019 0.098 0.068
H 0.9508 -1.3620 5.3065 0.013 -0.031 0.012 0.094
C 4.6339 -0.3148 -0.0688 0.043 -0.023 -0.005 -0.089
C 3.8766 -1.4714 0.0242 -0.036 -0.017 0.013 -0.066
C 2.5230 -1.3512 0.3013 0.044 -0.022 -0.050 -0.169
N 1.9178 -0.1815 0.4777 -0.042 0.048 -0.043 0.045
C 2.6436 0.9323 0.3716 0.065 -0.005 -0.036 -0.114
C 4.0071 0.9071 0.1112 -0.039 0.045 0.014 -0.052
H 5.6946 -0.3661 -0.2867 -0.002 0.006 0.002 0.095
H 4.3125 -2.4514 -0.1226 0.002 0.000 0.000 0.099
H 1.8745 -2.2142 0.3665 0.023 0.020 -0.013 0.052
H 2.1113 1.8618 0.5013 -0.007 0.028 -0.012 0.098
H 4.5509 1.8398 0.0437 -0.001 0.000 0.004 0.104
F 0.1723 2.0632 1.6248 0.004 0.215 0.064 0.058
B 0.5156 3.4170 1.9553 -0.112 -0.022 0.220 -1.265
F -0.0875 3.7371 3.1938 0.038 -0.099 -0.054 0.087
F 1.9275 3.4690 2.1141 0.038 0.045 -0.075 0.068
F 0.1101 4.2914 0.9709 0.024 0.013 -0.101 0.141
C -2.6569 0.4815 0.7692 0.473 -0.361 0.119 -0.133
C -3.0814 1.6990 0.2368 -0.153 0.204 -0.100 -0.331
C -3.0498 2.9287 0.9673 0.023 -0.086 0.013 -0.056
C -3.4793 4.1095 0.4275 -0.019 0.054 -0.043 -0.064
C -3.9814 4.1786 -0.8894 0.047 -0.098 0.048 -0.285
C -3.9879 2.9870 -1.6445 -0.031 0.045 -0.003 -0.077
C -3.5538 1.8049 -1.1127 -0.002 -0.042 0.073 -0.071
C -4.4594 5.3960 -1.4366 -0.013 0.051 0.000 -0.261
N -4.8623 6.3883 -1.8793 0.005 -0.034 -0.001 0.066
H -2.8906 -0.4304 0.2300 -0.187 0.062 -0.059 0.026
H -2.5086 0.3564 1.8362 -0.139 0.200 0.070 0.033
H -2.6360 2.9222 1.9696 -0.004 0.005 -0.008 0.102
H -3.4180 5.0177 1.0167 -0.001 0.000 -0.007 0.106
H -4.3370 3.0133 -2.6716 -0.004 0.009 0.024 0.092
H -3.5430 0.9126 -1.7304 -0.004 0.011 0.004 0.104
C 1.0546 -4.1330 -1.6850 0.008 -0.022 0.022 -0.197
Si -0.1808 -3.8644 -0.2660 0.075 0.051 -0.109 0.367
C -1.5123 -5.1961 -0.5386 -0.002 -0.001 0.018 -0.213
C 0.6896 -4.4482 1.3221 -0.006 -0.039 -0.007 -0.199
C -0.8078 -2.1600 -0.2234 -0.097 -0.075 0.028 -0.327
H 1.4550 -5.1526 -1.6832 -0.007 0.009 -0.003 0.015
H 1.8953 -3.4349 -1.6385 -0.021 -0.018 0.001 0.004
H 0.5582 -3.9689 -2.6465 0.006 -0.004 0.011 0.020
H -1.0831 -6.2018 -0.6110 -0.012 0.008 -0.003 0.008
H -2.0755 -4.9936 -1.4536 0.007 -0.001 -0.001 0.015
H -2.2251 -5.1891 0.2918 0.006 -0.006 -0.015 0.016
H 0.7373 -5.5421 1.3368 0.006 0.002 0.022 0.015
H 0.1401 -4.1170 2.2083 0.002 -0.005 -0.016 0.027
H 1.7144 -4.0772 1.4145 -0.033 -0.032 -0.019 0.002
H -1.7056 -2.1838 0.4147 0.034 -0.043 0.045 -0.020
H -1.1777 -1.9344 -1.2378 -0.034 -0.029 0.018 -0.019
C 1.0966 2.0263 -3.3258 -0.014 -0.018 -0.038 -0.068
C 0.2372 0.8375 -2.8442 0.295 -0.063 -0.102 -0.597
C 1.1293 -0.4148 -2.8982 -0.035 0.025 0.014 -0.081
C -0.2610 1.0788 -1.4363 -0.023 0.028 0.127 -0.051
C -0.9905 0.6721 -3.7368 -0.066 0.003 0.139 -0.168
C -1.4662 -0.5841 -4.1173 -0.017 -0.025 -0.036 -0.042
C -2.6378 -0.7259 -4.8505 0.025 0.012 0.019 -0.107
C -3.3700 0.3902 -5.2276 -0.027 -0.017 -0.018 -0.127
C -2.9169 1.6481 -4.8505 0.068 0.004 0.005 -0.112
C -1.7502 1.7830 -4.1140 -0.064 0.013 -0.056 -0.048
H 1.9771 2.1028 -2.6834 0.002 -0.007 0.005 0.068
H 0.5608 2.9719 -3.2424 -0.007 -0.015 -0.009 0.065
H 1.4310 1.8995 -4.3645 -0.012 -0.007 0.014 0.077
H 2.0699 -0.2004 -2.3851 0.010 0.007 0.020 0.065
H 1.3645 -0.7203 -3.9256 -0.002 0.036 0.007 0.082
H 0.6643 -1.2523 -2.3758 0.013 0.021 -0.022 0.039
H -0.7303 2.0716 -1.3841 0.048 0.017 -0.026 0.033
H -0.9244 -1.4730 -3.8212 -0.009 0.005 -0.003 0.092
H -2.9833 -1.7190 -5.1166 -0.002 0.001 -0.002 0.088
H -4.2892 0.2822 -5.7918 0.003 0.000 0.003 0.084
H -3.4864 2.5326 -5.1127 0.001 -0.002 -0.002 0.094
H -1.4476 2.7705 -3.7919 -0.002 -0.007 0.006 0.108
```
Forces are in eV/Å.

Results
**F_max**: 0.01181 hartree/bohr
**LUMO level (spin up / spin down)**: 4.2 / 4.2 eV
**Energy relative to the best compared isomer or geometry (same formula, charge and spin)**: 47.9 kJ/mol
**Frontier orbital gap (spin up / spin down)**: 4.4 / 5.0 eV
**HOMO (spin up / spin down)**: -0.28 / -0.80 eV
**2S+1**: 6
**Charge**: -2
**⟨S²⟩**: 8.77